1.
# C5H5NS

The molecule C5H5NS (the ωB97M-V functional and the def2-TZVPD basis, the Open Molecules 2025 dataset).

```
12
C5H5NS the ωB97M-V functional and the def2-TZVPD basis
N -1.4215 -0.5029 3.6532
C -0.7608 -0.3434 2.7065
C 0.1179 -0.1159 1.5566
C -0.3356 0.0825 0.3733
C 0.5906 0.3604 -0.7544
C 0.1849 -0.2163 -2.0788
S 0.0567 1.5716 -1.9491
H 1.1984 -0.1400 1.8190
H -1.4433 0.1168 0.1648
H 1.6721 0.5425 -0.5461
H 0.9097 -0.5897 -2.7779
H -0.7692 -0.7655 -2.1671
```

Computed properties:
Gap between HOMO and LUMO: 9.84 eV
LUMO: 0.5 eV
Energy above the lowest of the compared OMol25 structures with the same formula, charge and spin: 1.2357 eV
SMILES: N#C/C=C/[C@H]1CS1
Charge: 0



2.
# C3H7N3S2

The molecule C3H7N3S2 (the ωB97M-V functional and the def2-TZVPD basis, the Open Molecules 2025 dataset).

```
15
C3H7N3S2 the ωB97M-V functional and the def2-TZVPD basis
C -1.9988 -0.3713 1.4213
N -0.7345 -0.3693 0.8903
C -0.4845 -0.7808 -0.3461
S -1.5996 -1.0024 -1.6098
C 1.0006 -0.8452 -0.6430
N 1.5494 0.3895 -0.2221
N 1.8162 1.1613 -1.0899
S 2.3179 2.7263 -0.6386
H -2.1292 -1.2162 2.0874
H -2.2840 0.5256 1.9353
H -2.8160 -0.3895 0.4740
H 0.1113 -0.4429 1.4188
H 1.3919 -1.5966 -0.0640
H 1.1144 -0.9074 -1.7044
H 2.7449 3.1191 -1.9090
```

Computed properties:
Gap between HOMO and LUMO: 8.85 eV
LUMO: 0.6 eV
Energy above the lowest of the compared OMol25 structures with the same formula, charge and spin: 3.0114 eV
SMILES: CNC(=S)C/N=N/S
Charge: 0



3.
# C3H10NO

A cluster of 2 separate species, C3H10NO in total (the ωB97M-V functional and the def2-TZVPD basis, the Open Molecules 2025 dataset).

```
15
C3H10NO the ωB97M-V functional and the def2-TZVPD basis
C 0.9943 -0.0113 1.2943
O -0.3587 0.5505 0.8123
C 2.0319 0.1793 0.3084
C 2.1665 -0.7605 -0.7855
N -3.6961 0.2431 -0.7272
H 1.0539 0.7011 2.1158
H 0.8285 -1.0310 1.5966
H -0.1387 1.4289 0.4578
H 2.5103 1.1696 0.2219
H 3.1623 -0.8281 -1.2531
H 1.4958 -0.3041 -1.5589
H 1.7505 -1.7538 -0.5143
H -4.3879 0.9356 -0.9532
H -3.8759 -0.5956 -1.2641
H -3.5366 0.0762 0.2492
```

Computed properties:
Gap between HOMO and LUMO: 4.24 eV
LUMO: -7.9 eV
Energy above the lowest of the compared OMol25 structures with the same formula, charge and spin: 4.0055 eV
Charge: +1



4.
# C21H38N6O4PS

A cluster of 3 separate species, C21H38N6O4PS in total (the ωB97M-V functional and the def2-TZVPD basis, the Open Molecules 2025 dataset).

```
71
C21H38N6O4PS the ωB97M-V functional and the def2-TZVPD basis
C -3.7085 1.6550 1.5719
C -2.6945 0.6481 0.9862
O -2.3070 1.0285 -0.3182
C -1.4766 0.5699 1.9069
O -0.3559 -0.0577 1.2448
N -0.7601 -1.2673 0.6405
C -0.1707 -2.3671 1.1453
N 0.1909 -2.3458 2.4866
P -1.0060 -2.9798 3.5620
N -2.2901 -3.4157 2.7933
N -0.0112 -3.4160 0.3782
C -0.3775 -3.3580 -1.0486
C 0.6279 -2.5680 -1.9279
C 1.1016 -3.3519 -3.1110
C 2.1458 -4.2693 -2.9972
C 2.5917 -4.9923 -4.0998
C 1.9991 -4.8041 -5.3481
C 0.9563 -3.8942 -5.4700
C 0.5129 -3.1715 -4.3638
C 0.5083 -4.6459 0.9075
S 2.2773 -4.5044 1.2761
O 2.4182 -4.5281 2.7004
O 2.7609 -3.3828 0.5336
H -3.2047 2.2686 2.3012
H -4.4917 1.0937 2.0716
H -4.0794 2.2529 0.7531
H -3.1268 -0.3474 0.9809
H -1.4228 1.4068 -0.3026
H -1.1135 1.5463 2.2025
H -1.7344 0.0006 2.8007
H -0.5989 -1.1420 -0.3542
H 1.1312 -2.7069 2.6425
H -0.3482 -3.9703 4.3110
H -1.2418 -1.9017 4.4175
H -2.5018 -4.3972 2.9273
H -0.5046 -4.3627 -1.4239
H -1.3592 -2.8972 -1.1061
H 0.1490 -1.6589 -2.2816
H 1.4652 -2.2689 -1.3044
H 2.6272 -4.3915 -2.0360
H 3.4137 -5.6781 -3.9803
H 2.3608 -5.3537 -6.1983
H 0.5036 -3.7406 -6.4355
H -0.2898 -2.4627 -4.5074
H 0.3787 -5.4434 0.1848
H -0.0196 -4.9614 1.7989
H 2.8169 -5.6428 0.7748
C -3.9260 5.7011 -0.1927
C -2.7890 6.5749 0.3238
C -1.4165 5.8967 0.2123
C -1.3777 4.6639 0.9977
N -1.3530 3.6976 1.6082
H -4.0213 4.7854 0.3927
H -4.8751 6.2314 -0.1268
H -3.7667 5.4238 -1.2362
H -2.9797 6.8427 1.3646
H -2.7578 7.5048 -0.2446
H -0.6294 6.5593 0.5715
H -1.1926 5.6490 -0.8261
C 3.8597 2.4732 0.1685
C 3.9753 3.8286 0.8564
C 2.6277 4.5507 0.9768
C 2.0451 4.8089 -0.3406
N 1.5988 5.0029 -1.3751
H 3.5044 2.5775 -0.8578
H 4.8303 1.9796 0.1312
H 3.1686 1.8188 0.7051
H 4.6761 4.4579 0.3063
H 4.3853 3.6947 1.8584
H 2.7504 5.5051 1.4893
H 1.9213 3.9488 1.5519
```

Computed properties:
Gap between HOMO and LUMO: 8.58 eV
LUMO: -3.3 eV
Charge: +1



5.
# C24H42GeMnN2O4S

A structure of composition C24H42GeMnN2O4S (the ωB97M-V functional and the def2-TZVPD basis, the Open Molecules 2025 dataset).

```
75
C24H42GeMnN2O4S the ωB97M-V functional and the def2-TZVPD basis
Mn -0.5768 0.1679 0.6970
C -2.5729 2.8395 3.0180
C -1.8487 2.7352 1.6854
C -0.3594 3.0143 1.8476
C -2.4880 3.6137 0.6255
O -1.9769 1.3421 1.2202
Ge -2.9493 -0.2346 1.9577
O -2.3857 -0.9335 0.2739
C -3.1780 -1.7055 -0.6704
C -2.7425 -1.2887 -2.0624
C -2.8759 -3.1777 -0.4223
C -4.6510 -1.3962 -0.4485
O -0.9887 -0.6134 2.3467
C -0.3689 -1.5308 3.3250
C 0.3929 -2.6092 2.5715
C 0.5272 -0.6713 4.2005
C -1.5120 -2.1399 4.1222
H -2.4964 3.8577 3.4001
H -3.6340 2.6105 2.9085
H -2.1324 2.1705 3.7606
H -0.1962 4.0232 2.2267
H 0.0907 2.3175 2.5612
H 0.1665 2.9559 0.8899
H -2.3917 4.6631 0.9062
H -2.0075 3.4846 -0.3446
H -3.5482 3.3860 0.5254
H -1.6873 -1.5211 -2.2159
H -3.3114 -1.8299 -2.8186
H -2.9228 -0.2219 -2.2082
H -1.8076 -3.3719 -0.5285
H -3.1843 -3.4692 0.5826
H -3.4106 -3.8092 -1.1316
H -4.8469 -0.3277 -0.5597
H -5.2599 -1.9264 -1.1807
H -4.9848 -1.7196 0.5400
H 1.2585 -2.2096 2.0479
H 0.7465 -3.3592 3.2800
H -0.2614 -3.1091 1.8561
H 1.2537 -0.1277 3.5940
H -0.0594 0.0500 4.7685
H 1.0754 -1.2946 4.9075
H -2.1708 -2.7301 3.4816
H -1.1055 -2.8128 4.8779
H -2.0934 -1.3776 4.6435
C -0.2075 1.6549 -5.1267
C -0.3317 0.3699 -4.3297
N 0.8502 0.0872 -3.5057
C 2.0357 -0.5009 -4.1778
C 3.1001 0.5268 -4.5267
C 0.9143 0.3730 -2.2297
S -0.3915 1.2473 -1.4302
N 2.0405 0.2203 -1.5463
C 2.1996 -0.0307 -0.2388
O 1.2544 -0.2678 0.5814
C 3.5672 -0.0670 0.2441
C 3.8294 -0.3592 1.5944
C 5.1274 -0.3977 2.0494
C 6.1810 -0.1534 1.1646
C 5.9361 0.1325 -0.1747
C 4.6388 0.1785 -0.6367
H -1.1149 1.8144 -5.7061
H 0.6237 1.6099 -5.8268
H -0.0641 2.5149 -4.4723
H -0.4634 -0.4961 -4.9799
H -1.1994 0.3945 -3.6710
H 1.6567 -0.9813 -5.0781
H 2.4237 -1.2824 -3.5237
H 2.7202 1.2836 -5.2081
H 3.9276 0.0222 -5.0241
H 3.4843 1.0257 -3.6413
H 3.0058 -0.5529 2.2676
H 5.3351 -0.6166 3.0870
H 7.2002 -0.1860 1.5264
H 6.7614 0.3202 -0.8462
H 4.4343 0.4028 -1.6721
```

Computed properties:
Gap between HOMO and LUMO (alpha / beta): 7.31 / 4.51 eV
LUMO (alpha / beta): -7.6 / -10.3 eV
Multiplicity: 6
Charge: +2



no.,strongest force on any atom (Eh/bohr)
1,0.08542
2,0.09427
3,0.06893
4,0.02870
5,0.02135